Formula: C14H21NPPb
Source: the OMol25 dataset
Level of theory: wB97M-V/def2-TZVPD

- highest occupied orbital energy (eV) = -1.04
- frontier orbital gap (eV) = 4.2456
- net charge = -1
- lowest unoccupied orbital energy (eV) = 3.21
- E (eV) = -30881.9444
- relative energy (zero: lowest compared OMol25 entry of this formula, charge and spin) (kcal per mole) = 0.0

The geometry in XYZ format:
```
38
C14H21NPPb | the OMol25 dataset | wB97M-V/def2-TZVPD
Pb 1.72 1.32 -1.03
P -1.05 -0.60 -0.53
N 0.83 0.83 -3.49
C -1.88 1.92 0.29
C 1.49 -3.78 -0.43
C 0.56 -2.81 -0.78
C -1.55 0.62 0.73
C 2.46 3.32 -1.60
C -2.48 -1.71 -0.45
C 2.17 -3.69 0.79
C -2.37 2.87 1.19
C 0.26 -1.74 0.09
C -2.53 2.53 2.54
C 1.01 -1.61 1.28
C 1.95 -2.59 1.62
C -1.66 0.31 2.10
C -2.16 1.26 2.99
H 3.02 3.19 -2.53
H 2.98 0.05 -0.58
H -2.92 3.27 3.24
H 2.91 -4.44 1.06
H -0.18 0.87 -3.66
H -2.24 1.02 4.05
H -1.33 -0.66 2.47
H -2.61 -2.15 0.54
H -2.63 3.87 0.84
H 2.54 -2.47 2.54
H 0.05 -2.87 -1.75
H -2.34 -2.50 -1.19
H 1.62 3.99 -1.78
H 0.89 -0.75 1.93
H -1.73 2.19 -0.76
H 1.71 -4.60 -1.12
H 1.16 -0.09 -3.78
H 1.28 1.45 0.80
H 1.28 1.54 -4.09
H -3.36 -1.12 -0.71
H 3.13 3.77 -0.85
```

***

Formula: CH2FN5
Source: the OMol25 dataset
Level of theory: wB97M-V/def2-TZVPD

- highest occupied orbital energy (spin up / spin down) (eV) = -10.30 / -10.30
- frontier orbital gap (spin up / spin down) (eV) = 8.4594 / 8.4617
- net charge = 0
- lowest unoccupied orbital energy (spin up / spin down) (eV) = -1.84 / -1.84
- E (eV) = -11230.6427
- relative energy (zero: lowest compared OMol25 entry of this formula, charge and spin) (kcal per mole) = 29.5

The geometry in XYZ format:
```
9
CH2FN5 | the OMol25 dataset | wB97M-V/def2-TZVPD
F 1.03 -2.03 -0.08
N 1.03 -0.23 0.14
N -0.21 0.16 -0.14
N 2.11 0.13 -0.18
N 5.48 0.48 0.14
N 3.23 -0.43 -0.20
C 4.37 0.14 0.04
H -0.38 -0.17 -1.11
H -0.80 -0.26 0.59
```

***

Formula: C8H20CeClIrO
Source: the OMol25 dataset
Level of theory: wB97M-V/def2-TZVPD

- highest occupied orbital energy (spin up / spin down) (eV) = -4.60 / -9.09
- expectation value of S² = 12.016
- frontier orbital gap (spin up / spin down) (eV) = 4.7280 / 5.9336
- net charge = 0
- lowest unoccupied orbital energy (spin up / spin down) (eV) = 0.12 / -3.16
- E (eV) = -38948.7308
- spin multiplicity = 7

The geometry in XYZ format:
```
32
C8H20CeClIrO | the OMol25 dataset | wB97M-V/def2-TZVPD
Ir 0.62 -0.10 -4.05
Ce 0.18 -0.34 -0.04
Cl -0.33 1.86 -1.15
O 0.24 0.05 2.00
C -1.16 0.66 -4.46
C 1.31 -0.70 4.06
C -1.93 -1.10 0.07
C 0.13 0.05 3.47
C 0.05 1.48 4.01
C 2.15 1.17 -3.89
C -1.15 -0.66 3.88
C 1.04 -1.56 -5.12
H 2.79 0.69 -3.10
H 0.00 1.46 5.10
H -1.95 -1.91 0.83
H 1.84 2.18 -3.56
H 2.11 -1.81 -5.35
H 0.23 -2.09 -5.69
H -1.34 0.61 -5.55
H 1.27 -0.72 5.16
H 2.27 -0.28 3.75
H -2.49 -0.22 0.42
H -1.20 -0.68 4.98
H -2.32 -1.45 -0.89
H -0.85 1.98 3.64
H -1.29 1.71 -4.09
H -2.03 -0.16 3.47
H -1.86 -0.02 -3.91
H -1.18 -1.68 3.48
H 0.89 2.10 3.70
H 1.31 -1.74 3.70
H 2.68 1.21 -4.86
```

***

Formula: C10H12ClN
Source: the OMol25 dataset
Level of theory: wB97M-V/def2-TZVPD

- highest occupied orbital energy (eV) = -8.71
- SMILES string = NC[C@@H]1C[C@@H]1c1ccc(Cl)cc1
- frontier orbital gap (eV) = 9.6935
- net charge = 0
- lowest unoccupied orbital energy (eV) = 0.98
- E (eV) = -24576.1901
- relative energy (zero: lowest compared OMol25 entry of this formula, charge and spin) (kcal per mole) = 24.6

The geometry in XYZ format:
```
24
C10H12ClN | the OMol25 dataset | wB97M-V/def2-TZVPD
Cl 1.72 -1.42 4.32
N 1.59 -0.28 -2.17
C 0.80 -1.01 2.92
C -0.74 0.56 -1.88
C 0.44 -1.28 0.57
C -0.61 -0.35 0.65
C -0.94 0.23 1.83
C 1.14 -1.61 1.71
C -1.39 -0.06 -0.63
C -0.27 -0.07 2.99
C -1.71 1.37 -1.12
C 0.73 0.88 -1.88
H -0.46 0.54 3.89
H 1.42 -0.54 -3.12
H 1.96 -2.34 1.64
H -2.67 1.49 -1.52
H 0.82 -1.66 -0.42
H 2.64 0.00 -2.13
H -1.12 0.16 -2.85
H 0.98 1.29 -0.91
H 0.98 1.76 -2.48
H -1.40 2.20 -0.45
H -2.16 -0.78 -0.82
H -1.75 0.92 1.86
```

***

Formula: CH4IN3
Source: the OMol25 dataset
Level of theory: wB97M-V/def2-TZVPD

- highest occupied orbital energy (eV) = -8.85
- frontier orbital gap (eV) = 8.9751
- net charge = 0
- lowest unoccupied orbital energy (eV) = 0.12
- E (eV) = -13670.0267
- relative energy (zero: lowest compared OMol25 entry of this formula, charge and spin) (kcal per mole) = 2.5

The geometry in XYZ format:
```
9
CH4IN3 | the OMol25 dataset | wB97M-V/def2-TZVPD
I -3.69 -0.18 -0.05
N -1.93 0.87 -0.02
N 0.29 0.56 -0.17
N -0.98 0.05 -0.20
C 1.31 -0.45 0.02
H 1.24 -0.71 1.11
H 0.52 1.49 0.12
H 2.31 -0.20 -0.24
H 0.93 -1.43 -0.57
```

***

Formula: C33H51BaMnN6O5
Source: the OMol25 dataset
Level of theory: wB97M-V/def2-TZVPD

- highest occupied orbital energy (spin up / spin down) (eV) = -10.14 / -10.14
- expectation value of S² = 8.764
- frontier orbital gap (spin up / spin down) (eV) = 5.7075 / 5.2611
- net charge = +1
- lowest unoccupied orbital energy (spin up / spin down) (eV) = -4.43 / -4.88
- E (eV) = -86233.5518
- spin multiplicity = 6
- relative energy (zero: lowest compared OMol25 entry of this formula, charge and spin) (kcal per mole) = 4.0

The geometry in XYZ format:
```
97
C33H51BaMnN6O5 | the OMol25 dataset | wB97M-V/def2-TZVPD
Ba -16.60 -18.99 -24.51
Mn -17.80 -20.69 -28.21
O -23.11 -22.15 -26.98
O -22.86 -21.61 -24.29
O -16.30 -19.90 -27.22
O -18.33 -20.90 -25.03
O -18.47 -22.28 -27.34
N -15.37 -21.52 -23.70
N -17.27 -27.30 -31.96
N -11.26 -20.47 -32.90
N -6.73 -15.21 -28.05
N -15.58 -16.56 -25.69
N -8.89 -21.74 -27.41
C -9.84 -24.04 -28.26
C -8.15 -17.39 -27.74
C -11.75 -22.87 -29.62
C -18.16 -14.93 -27.85
C -14.08 -19.72 -28.31
C -17.18 -24.41 -25.10
C -19.49 -21.41 -25.31
C -14.97 -20.45 -27.34
C -14.55 -22.59 -33.55
C -20.57 -21.30 -24.52
C -16.56 -25.47 -28.80
C -9.65 -17.08 -27.95
C -18.01 -25.23 -29.23
C -15.67 -16.21 -26.78
C -7.36 -16.16 -27.91
C -18.13 -25.16 -30.75
C -14.48 -21.19 -34.14
C -10.42 -18.34 -28.30
C -15.09 -24.10 -23.70
C -15.70 -24.73 -24.96
C -15.08 -21.95 -27.55
C -19.60 -22.09 -26.66
C -11.29 -24.02 -28.70
C -13.85 -20.18 -33.16
C -17.16 -15.69 -28.72
C -22.04 -22.07 -26.45
C -9.31 -22.74 -27.79
C -17.66 -26.36 -31.44
C -15.74 -15.72 -28.16
C -12.40 -20.36 -33.03
C -21.90 -21.63 -25.00
C -20.81 -22.34 -27.18
C -15.24 -22.65 -23.68
H -17.21 -15.37 -29.75
H -9.68 -24.71 -27.42
H -10.04 -16.62 -27.05
H -15.29 -23.21 -34.05
H -14.02 -24.28 -23.62
H -13.59 -23.11 -33.66
H -13.87 -21.19 -35.04
H -15.56 -24.49 -22.80
H -17.53 -16.73 -28.74
H -15.53 -25.81 -24.93
H -10.20 -19.24 -27.72
H -9.20 -24.27 -29.12
H -14.09 -22.34 -27.78
H -13.09 -20.16 -28.38
H -15.47 -20.85 -34.44
H -18.15 -15.27 -26.81
H -11.50 -18.17 -28.30
H -17.33 -23.33 -25.22
H -12.83 -22.85 -29.76
H -11.38 -21.92 -29.23
H -13.97 -19.14 -33.49
H -16.06 -26.26 -29.38
H -18.00 -13.85 -27.85
H -14.68 -20.30 -26.30
H -11.94 -23.92 -27.82
H -17.52 -24.35 -31.16
H -20.86 -22.71 -28.20
H -18.66 -25.99 -28.79
H -10.19 -18.68 -29.31
H -11.60 -24.97 -29.15
H -14.31 -20.26 -32.18
H -9.71 -16.36 -28.77
H -7.79 -18.08 -28.51
H -15.39 -14.69 -28.07
H -7.96 -17.78 -26.74
H -15.93 -24.59 -28.89
H -14.74 -22.55 -32.48
H -15.18 -24.32 -25.83
H -20.43 -21.00 -23.49
H -13.94 -18.69 -27.97
H -16.54 -25.85 -27.77
H -15.79 -22.34 -28.29
H -15.08 -16.30 -28.79
H -14.52 -19.64 -29.31
H -19.15 -24.92 -31.05
H -18.31 -24.28 -28.79
H -15.48 -22.41 -26.64
H -17.64 -24.90 -25.96
H -19.16 -15.05 -28.27
H -11.28 -23.02 -30.60
H -17.74 -24.67 -24.20
```

***

Formula: C56H53BF2IO2P3Sr
Source: the OMol25 dataset
Level of theory: wB97M-V/def2-TZVPD

- highest occupied orbital energy (eV) = -1.12
- frontier orbital gap (eV) = 5.0602
- net charge = -2
- lowest unoccupied orbital energy (eV) = 3.94
- E (eV) = -105941.9702
- relative energy (zero: lowest compared OMol25 entry of this formula, charge and spin) (kcal per mole) = 171.9

The geometry in XYZ format:
```
119
C56H53BF2IO2P3Sr | the OMol25 dataset | wB97M-V/def2-TZVPD
I -3.56 2.04 2.81
Sr -1.25 -0.26 2.11
P 0.39 -2.20 2.18
P -2.05 0.59 -3.45
P 1.15 1.51 -1.89
F -3.56 -1.79 -0.90
F -4.96 -1.15 0.76
O 2.48 1.73 0.96
O -0.72 1.81 1.18
C 0.24 -4.22 2.89
C 2.21 -0.90 3.27
C 3.75 2.77 -1.46
C 0.19 -4.75 4.18
C 1.87 4.12 -2.08
C -6.57 1.67 -3.42
C -1.39 -1.55 -5.08
C -1.29 3.91 0.45
C -4.68 0.81 -4.65
C 3.35 -2.53 -1.43
C 1.44 -1.09 -1.09
C 3.93 -2.64 4.57
C -6.03 1.16 -4.60
C 2.07 -2.32 -0.92
C 0.01 2.40 -4.40
C 0.30 -5.14 1.84
C 0.18 -7.05 3.29
C 3.01 -0.41 4.31
C 0.17 5.81 0.77
C -1.46 -0.19 -7.50
C -1.05 5.26 0.34
C -4.44 1.42 -2.35
C 2.18 2.77 1.55
C -0.34 2.98 0.99
C -3.86 0.96 -3.53
C 3.07 -3.14 3.59
C 3.19 3.33 2.56
C -0.60 -0.61 4.49
C -2.12 -2.27 3.54
C -1.06 -1.52 -7.47
C -5.78 1.79 -2.30
C -3.00 -2.02 4.60
C 0.94 3.54 1.29
C -2.70 -1.11 5.59
C 2.67 5.26 -2.07
C 1.13 4.93 1.23
C -1.04 -2.20 -6.26
C 1.03 1.45 -3.77
C -2.51 -3.27 2.44
C 2.18 -2.27 2.95
C 4.55 3.90 -1.45
C -1.76 -0.20 -5.09
C 3.99 -1.52 -2.15
C 4.03 5.15 -1.77
C 0.14 -6.15 4.36
C 3.87 -1.30 4.95
C -0.80 -1.71 3.59
C 0.29 -6.53 2.01
C 2.09 -0.06 -1.76
C -1.81 0.46 -6.32
C -1.42 2.34 -3.81
C -1.52 -0.38 5.51
C 2.40 2.85 -1.81
C 1.13 -0.36 2.36
C 3.35 -0.30 -2.31
C 0.16 -3.89 5.44
B -3.67 -0.96 0.27
H -0.86 -3.66 5.75
H 0.69 -2.94 5.31
H 1.68 -0.05 1.46
H 0.14 -8.12 3.47
H 4.60 -3.31 5.08
H -4.27 0.41 -5.58
H 0.41 3.42 -4.33
H -2.51 -4.29 2.83
H 4.48 -0.96 5.78
H -0.08 2.17 -5.46
H -1.81 -3.27 1.64
H 0.06 -6.53 5.37
H -0.77 -2.02 -8.38
H -6.66 1.02 -5.47
H -7.63 1.94 -3.38
H 2.92 0.61 4.65
H -0.74 -3.24 -6.23
H 0.65 -4.42 6.26
H 5.60 3.81 -1.17
H 0.36 6.88 0.71
H 0.33 -7.19 1.15
H -6.19 2.14 -1.35
H 0.44 -0.89 -0.70
H 4.66 6.03 -1.76
H 3.85 -3.48 -1.26
H -3.37 -0.97 6.43
H 2.10 5.33 1.51
H 0.80 4.23 -2.25
H 2.03 1.65 -4.16
H 0.35 -0.17 4.65
H -1.46 2.85 -2.85
H 3.72 2.49 3.00
H 2.72 3.93 3.34
H -2.12 2.83 -4.49
H -1.25 0.34 6.26
H -2.13 1.50 -6.36
H 0.32 -4.75 0.83
H -3.94 -2.57 4.63
H 4.16 1.82 -1.15
H 3.83 0.47 -2.91
H -3.87 1.40 -1.45
H 2.24 6.22 -2.28
H -1.83 5.90 -0.07
H -1.50 0.35 -8.45
H 0.77 0.42 -4.05
H 4.97 -1.69 -2.58
H 3.92 3.95 2.04
H -1.37 -2.07 -4.13
H -2.25 3.51 0.17
H -3.49 -3.04 2.02
H 3.07 -4.19 3.37
H 0.58 0.50 2.76
H 1.58 -3.10 -0.36
```

***

Formula: C3H7FNdO2
Source: the OMol25 dataset
Level of theory: wB97M-V/def2-TZVPD

- highest occupied orbital energy (spin up / spin down) (eV) = -11.98 / -11.95
- expectation value of S² = 3.766
- frontier orbital gap (spin up / spin down) (eV) = 6.4973 / 6.9688
- net charge = +1
- lowest unoccupied orbital energy (spin up / spin down) (eV) = -5.48 / -4.98
- E (eV) = -25303.7584
- spin multiplicity = 4
- relative energy (zero: lowest compared OMol25 entry of this formula, charge and spin) (kcal per mole) = 65.1

The geometry in XYZ format:
```
14
C3H7FNdO2 | the OMol25 dataset | wB97M-V/def2-TZVPD
Nd 1.59 0.75 -1.54
F 2.97 0.24 0.37
O -0.21 1.76 -0.95
O -0.78 -1.11 -0.13
C -1.32 1.30 -0.24
C -1.09 0.05 0.61
C 0.62 -1.39 -0.36
H -1.69 2.08 0.46
H 0.48 -2.32 -0.94
H -2.16 1.07 -0.93
H 2.52 -0.58 0.89
H -0.29 0.25 1.35
H -2.02 -0.17 1.16
H 1.38 -1.93 0.25
```